Density functional theory data (the ωB97M-V functional and the def2-TZVPD basis) for C8H20FeN2O8P as an isolated structure in a non-equilibrium geometry.

Properties
Kohn-Sham gap (alpha / beta) (eV): 3.498 / 3.378
Spin multiplicity: 5
Charge: -3
LUMO energy (alpha / beta) (eV): 5.95 / 5.96
E_HOMO (alpha / beta) (hartree): 0.0901 / 0.0948

XYZ file:
```
40
Properties=species:S:1:pos:R:3:mulliken_spin:R:1
Fe -1.5177 0.3133 -2.0385 3.6563
O -0.5488 -0.3516 -0.4175 0.0157
H -0.4200 -0.0988 0.5174 0.0122
P -1.4591 -1.5433 -3.9852 -0.0250
O -0.8506 -0.1472 -3.7913 0.1001
O -0.4375 -2.7166 -3.8133 0.0091
O -2.7416 -1.5860 -4.8538 0.0132
O -2.1323 -1.4568 -2.5641 0.2350
C -2.0695 -2.0087 3.8729 -0.0003
C -1.4291 -2.7692 2.7925 -0.0001
O -2.1648 -3.2219 1.6889 -0.0001
H -1.3247 -1.8001 4.6409 0.0000
H -2.8418 -2.6292 4.3275 -0.0001
H -2.7038 -1.1799 3.5586 0.0004
H -1.0692 -3.7036 3.2233 0.0002
H -0.5220 -2.1850 2.6376 0.0002
C 2.0162 -0.9049 -2.5467 -0.0227
O 2.0809 -2.0267 -2.0137 -0.0005
N 3.0421 -0.0953 -3.0269 0.0004
C 2.7662 1.0442 -3.8705 -0.0019
C 4.2979 -0.7867 -3.3798 -0.0001
H 1.0171 -0.4427 -2.5671 0.0030
H 1.8583 0.7817 -4.4135 0.0019
H 3.6136 1.2213 -4.5327 -0.0001
H 2.6505 1.9635 -3.2965 -0.0004
H 4.6314 -1.5784 -2.7089 0.0000
H 4.1525 -1.4148 -4.2587 0.0000
H 5.1593 -0.1638 -3.6205 0.0001
C 0.0782 1.6624 2.2845 0.0061
O 1.2579 2.1338 2.0499 -0.0003
N -0.9526 2.4161 2.7146 0.0062
C -2.2533 1.7789 2.7886 -0.0108
C -0.7995 3.7453 3.3534 -0.0010
H -0.2586 0.6151 2.3283 -0.0046
H -2.9540 2.1013 2.0184 -0.0016
H -2.6936 1.8763 3.7810 -0.0008
H -2.1578 0.7079 2.6099 0.0107
H 0.1519 4.2068 3.0892 -0.0005
H -1.6180 4.3653 2.9877 0.0001
H -0.8543 3.8778 4.4339 0.0001
```

Density functional theory data (the ωB97M-V functional and the def2-TZVPD basis) for C25H19N3O5Pt as an isolated structure in a non-equilibrium geometry.

Properties
Kohn-Sham gap (alpha / beta) (eV): 4.382 / 3.160
Spin multiplicity: 3
Charge: 0
LUMO energy (alpha / beta) (eV): -0.92 / -4.08
E_HOMO (alpha / beta) (hartree): -0.1949 / -0.2660

XYZ file:
```
53
Properties=species:S:1:pos:R:3:mulliken_spin:R:1
Pt -0.1908 0.1571 0.0000 0.0338
O -5.1662 4.9004 0.0000 0.0019
C -5.4072 3.6852 0.0000 0.0068
O -6.4389 3.0014 0.0000 0.0094
C -4.0918 2.8058 0.0000 0.0973
C -2.8397 3.4163 0.0000 -0.0381
C -1.6990 2.6441 0.0000 0.0903
N -1.7756 1.2826 0.0000 0.1396
C -3.0051 0.6704 0.0000 0.0977
C -4.1708 1.4321 0.0000 -0.0260
C -2.9473 -0.7449 0.0000 0.1537
C -4.0876 -1.5665 0.0000 -0.0171
C -3.9611 -2.9260 0.0000 0.1011
C -2.6663 -3.4746 0.0000 0.0855
C -1.5864 -2.6325 0.0000 -0.0276
N -1.6793 -1.2886 0.0000 0.1485
C -0.3581 3.1600 0.0000 0.0194
C -0.0982 4.5335 0.0000 0.0102
C 1.1921 4.9977 0.0000 0.0188
C 2.2177 4.0573 0.0000 0.0268
C 1.8965 2.7197 0.0000 0.0005
N 0.6433 2.2340 0.0000 0.0332
H -2.8053 4.4953 0.0000 -0.0061
H -5.1491 0.9753 0.0000 -0.0014
H -5.0623 -1.1033 0.0000 0.0143
H -4.8345 -3.5624 0.0000 0.0084
H -2.5210 -4.5448 0.0000 0.0043
H -0.5890 -3.0188 0.0000 0.0069
H -0.9282 5.2224 0.0000 0.0005
H 1.4000 6.0583 0.0000 0.0012
H 3.2538 4.3621 0.0000 0.0014
H 2.6787 1.9900 0.0000 0.0029
C 1.0185 -6.7812 0.0000 -0.0054
O 2.3713 -6.3590 0.0000 -0.0138
C 2.6258 -5.0393 0.0000 -0.0554
C 3.9929 -4.6916 0.0000 0.2769
C 4.3655 -3.3701 0.0000 -0.0510
C 3.4286 -2.3352 0.0000 0.1109
C 3.8107 -0.9378 0.0000 0.0265
C 5.2691 -0.5214 0.0000 -0.0007
O 2.9866 -0.0516 0.0000 0.0921
C 2.0000 -2.6682 0.0000 0.1171
O 1.0166 -1.8675 0.0000 0.3444
C 1.6697 -4.0646 0.0000 0.1037
H 1.0450 -7.8669 0.0000 0.0000
H 0.4916 -6.4329 -0.8918 0.0016
H 0.4916 -6.4329 0.8918 0.0016
H 4.7250 -5.4862 0.0000 0.0013
H 5.4198 -3.1400 0.0000 0.0145
H 5.9621 -1.3551 0.0001 0.0004
H 5.4478 0.0956 0.8803 -0.0008
H 5.4479 0.0954 -0.8804 -0.0008
H 0.6219 -4.3223 0.0000 0.0386
```

Density functional theory data (the ωB97M-V functional and the def2-TZVPD basis) for C35H44N4P2Si2Tl as an isolated structure in a non-equilibrium geometry.

Properties
Kohn-Sham gap (eV): 6.231
Charge: -1
LUMO energy (eV): 2.46
E_HOMO (hartree): -0.1387

XYZ file:
```
88
Properties=species:S:1:pos:R:3:lowdin_charge:R:1
Tl -0.1412 -0.5922 -0.3789 0.7639
C -3.6076 0.0011 2.7571 -0.1621
Si -1.7969 -0.5049 3.1672 0.3304
C -1.5670 -0.2302 5.0531 -0.1742
C -1.6936 -2.3896 2.8420 -0.1851
N -0.6806 0.1778 2.0804 -0.3615
P -0.0576 1.6796 1.9418 0.5887
C 0.3324 2.1341 0.3324 -0.4564
P 1.9752 1.7834 -0.0503 0.5653
N 2.5042 0.2895 -0.3560 -0.3070
Si 3.4896 -1.0194 0.0532 0.2872
C 5.3283 -0.8491 -0.4759 -0.1847
C 2.7582 -2.4973 -0.9318 -0.2288
C 3.5183 -1.5786 1.8939 -0.1753
C 3.2349 2.7468 0.8771 -0.2892
C 3.1001 4.1303 0.9289 -0.1206
C 3.9978 4.8966 1.6445 -0.0990
C 5.0308 4.2849 2.3410 -0.1116
C 5.1592 2.9064 2.3098 -0.0906
C 4.2662 2.1444 1.5789 -0.0799
C 2.1447 2.5295 -1.7165 -0.2730
C 3.1996 3.3081 -2.1785 -0.0832
C 3.2499 3.7016 -3.5047 -0.1091
C 2.2631 3.3076 -4.3912 -0.1195
C 1.2149 2.5161 -3.9433 -0.0964
C 1.1648 2.1334 -2.6190 -0.1127
C -1.3869 2.8076 2.5111 -0.2784
C -1.5861 3.2188 3.8232 -0.0984
C -2.7092 3.9549 4.1607 -0.0976
C -3.6460 4.2817 3.1939 -0.1118
C -3.4493 3.8812 1.8805 -0.1060
C -2.3236 3.1541 1.5475 -0.1027
C 1.1694 1.9222 3.2683 -0.2929
C 1.6371 3.1959 3.5732 -0.1054
C 2.6307 3.3592 4.5191 -0.0965
C 3.1638 2.2545 5.1639 -0.1007
C 2.6965 0.9851 4.8643 -0.0897
C 1.7096 0.8209 3.9120 -0.0988
H -4.3154 -0.7559 3.0804 0.0143
H -3.8818 0.9470 3.2128 0.0098
H -3.7117 0.1182 1.6854 -0.0062
H -2.2787 -0.8160 5.6322 0.0166
H -0.5666 -0.5118 5.3726 0.0087
H -1.7093 0.8153 5.3115 0.0008
H -2.6285 -2.8922 3.0679 0.0091
H -1.4628 -2.5713 1.7948 -0.0142
H -0.9161 -2.8594 3.4361 0.0133
H 5.4189 -0.7780 -1.5549 0.0138
H 5.7819 0.0424 -0.0550 0.0010
H 5.9139 -1.7046 -0.1490 0.0114
H 2.6030 -2.2215 -1.9704 0.0161
H 3.3948 -3.3774 -0.9094 0.0111
H 1.7914 -2.7831 -0.5176 -0.0414
H 3.9124 -0.8054 2.5484 -0.0015
H 2.5081 -1.7951 2.2296 0.0112
H 4.1197 -2.4731 2.0413 0.0172
H 2.2772 4.5852 0.3922 0.1126
H 3.8959 5.9757 1.6639 0.0980
H 5.7266 4.8821 2.9152 0.0939
H 5.9627 2.4226 2.8521 0.1022
H 4.3684 1.0737 1.5305 0.0563
H 3.9864 3.6106 -1.5003 0.0955
H 4.0678 4.3206 -3.8567 0.0923
H 2.3148 3.6014 -5.4315 0.0880
H 0.4446 2.1980 -4.6344 0.0949
H 0.3557 1.5096 -2.2438 0.0471
H -0.8558 2.9729 4.5829 0.0981
H -2.8595 4.2743 5.1853 0.0964
H -4.5258 4.8506 3.4637 0.0908
H -4.1775 4.1448 1.1220 0.0893
H -2.1212 2.8419 0.5331 0.0702
H 1.2065 4.0481 3.0653 0.1143
H 2.9939 4.3511 4.7577 0.1019
H 3.9520 2.3824 5.8959 0.0959
H 3.1007 0.1235 5.3805 0.0998
H 1.3199 -0.1536 3.6575 0.0828
C -5.6556 1.5293 -0.5471 -0.0215
N -4.6381 0.5804 -0.9020 -0.1368
C -4.7111 -0.7773 -0.7661 -0.0887
C -3.4918 -1.2652 -1.1351 -0.1791
N -2.6812 -0.2354 -1.4991 -0.0378
C -3.3904 0.8515 -1.3429 -0.1784
H -6.6025 1.0086 -0.4084 0.0893
H -5.7640 2.2736 -1.3390 0.0930
H -5.3924 2.0375 0.3845 0.0786
H -5.5989 -1.2656 -0.4207 0.1106
H -3.1425 -2.2780 -1.1532 0.0928
H -3.0386 1.8424 -1.5418 0.1298
```

Density functional theory data (the ωB97M-V functional and the def2-TZVPD basis) for a 2-piece molecular cluster, C6H14NO2 overall in a non-equilibrium geometry.

Properties
Kohn-Sham gap (alpha / beta) (eV): 9.603 / 6.147
Spin multiplicity: 2
Charge: +2
LUMO energy (alpha / beta) (eV): -8.62 / -12.07
E_HOMO (alpha / beta) (hartree): -0.6695 / -0.6694

XYZ file:
```
23
Properties=species:S:1:pos:R:3:mulliken_spin:R:1
O 0.9351 -1.2057 -2.5239 0.0005
C 1.1638 -0.8379 -1.4119 -0.0002
C 0.0300 -0.8080 -0.3506 0.0391
C 0.2653 0.3520 0.6374 0.0586
C -0.2282 0.2417 2.0447 0.2022
C -0.7952 -0.9007 2.6641 0.5010
C -0.0522 1.4349 2.8602 0.0188
N -1.2151 -0.6606 -1.1795 -0.0003
H 2.1421 -0.4582 -1.1278 0.0001
H 0.1065 -1.7693 0.1474 -0.0086
H -0.1507 1.2866 0.2580 0.0309
H 1.3407 0.5437 0.7027 0.0280
H -0.8080 -0.8861 3.7421 0.0224
H -1.2157 -1.7847 2.1782 0.0371
H 0.2052 1.1977 3.9027 0.0162
H -0.9757 2.0214 2.8827 0.0481
H 0.7488 2.0850 2.4721 0.0061
H -0.9300 -0.2627 -2.0847 -0.0005
H -1.8809 -0.0166 -0.7524 -0.0010
H -1.7118 -1.5474 -1.3058 0.0005
H 1.0327 2.2144 -2.1731 0.0002
H -0.4419 2.1869 -2.5606 -0.0003
O 0.2021 1.7630 -1.9809 0.0014
```